Entry 1:
A structure of composition C10H27InO5P in a non-equilibrium geometry, computed with ωB97M-V/def2-TZVPD.

Element x y z (Å)
C: 5.9796 -0.8030 -3.6162
C: 4.7172 -1.1855 -2.7867
O: 3.7256 -0.2037 -2.9179
C: 3.0565 -0.2577 -4.2034
In: 1.6192 -2.0267 -4.2220
C: 0.0420 -1.4998 -2.6730
H: 5.9888 0.2921 -3.6885
H: 6.8771 -1.2021 -3.1302
H: 5.8714 -1.1993 -4.6332
H: 4.9647 -1.2585 -1.7162
H: 4.3903 -2.1906 -3.0967
H: 3.7499 -0.2347 -5.0608
H: 2.4359 0.6494 -4.2451
H: 2.4652 -3.5417 -3.7182
H: 0.7685 -2.2047 -5.7961
H: -0.8857 -2.0352 -2.8997
H: -0.1162 -0.4110 -2.7078
H: 0.4555 -1.7391 -1.6853
O: -0.7400 0.8341 3.5339
P: -1.9910 0.6770 2.7253
O: -2.0762 -0.9392 2.4881
C: -2.4706 -1.7694 3.5754
C: -3.9317 -1.5895 3.9508
O: -1.4472 1.1581 1.2558
C: -0.2143 1.8739 1.1345
C: 0.9635 0.9400 0.9241
O: -3.5543 0.9130 2.1907
C: -4.1950 2.1392 2.5901
C: -3.4812 3.3736 2.0690
H: -1.8237 -1.5765 4.4379
H: -2.3001 -2.7986 3.2590
H: -4.1162 -0.5872 4.3482
H: -4.2298 -2.3130 4.7113
H: -4.5718 -1.7092 3.0764
H: -0.0629 2.5177 2.0027
H: -0.3102 2.5356 0.2713
H: 0.9292 0.0713 1.5808
H: 1.9040 1.4672 1.0938
H: 0.9640 0.5567 -0.0968
H: -4.2623 2.1693 3.6821
H: -5.2114 2.1054 2.1976
H: -2.4896 3.4778 2.5194
H: -4.0506 4.2735 2.3080
H: -3.3427 3.3142 0.9904

Calculated values
Strongest force on any atom (eV Å⁻¹): 7.67
Total charge: -1
Lowest unoccupied orbital energy (Eh): 0.058
HOMO-LUMO gap (eV): 5.26
Multiplicity: 1
Molar mass (Da): 373.1
Calculated total energy (Ha): -1304.84633

---

Entry 2:
A structure of composition C10H27IrN7 in a non-equilibrium geometry, computed with ωB97M-V/def2-TZVPD.

Element x y z (Å)
Ir: -0.5097 0.9325 0.2090
C: -3.6852 0.8761 -0.3227
N: -2.6692 1.1210 0.7149
C: -2.3462 2.5368 0.8748
C: -2.8716 0.4030 1.9749
C: -2.1044 -0.8818 1.8789
N: -0.6568 -0.6015 1.6646
C: 0.0358 -1.8105 1.1535
C: 0.0000 -0.1031 2.8986
H: -4.6611 1.2437 0.0025
H: -3.7844 -0.1932 -0.5095
H: -3.4239 1.3994 -1.2417
H: -3.1238 3.0925 1.4152
H: -2.2573 3.0175 -0.1006
H: -1.4166 2.6661 1.4870
H: -3.9260 0.1856 2.1586
H: -2.5248 1.0179 2.8046
H: -2.4533 -1.4846 1.0403
H: -2.2468 -1.4609 2.7953
H: -0.1049 -2.6348 1.8557
H: 1.1004 -1.6119 1.0619
H: -0.3735 -2.0948 0.1895
H: -0.0505 -0.8719 3.6736
H: -0.4871 0.7920 3.2808
H: 1.0489 0.1109 2.7041
C: 4.2630 1.0088 -0.5354
N: 3.4282 0.0235 -1.2399
C: 4.1288 -1.0292 -1.9944
C: 2.1129 0.0569 -1.1512
N: 1.4432 0.8449 -0.3268
N: 1.4041 -0.8093 -1.9637
C: 0.0658 -0.7689 -2.2326
N: -0.3266 -1.4029 -3.3290
N: -0.7898 -0.1560 -1.4362
H: 5.1846 1.1512 -1.0921
H: 4.5286 0.6634 0.4651
H: 3.7753 1.9798 -0.4761
H: 5.1981 -0.8656 -1.9170
H: 3.8858 -1.0065 -3.0601
H: 3.9156 -2.0191 -1.5877
H: 2.0371 1.4985 0.1659
H: 1.9623 -1.3659 -2.5962
H: 0.3114 -1.8680 -3.9582
H: -1.2930 -1.4037 -3.6213
H: -1.7432 -0.1776 -1.7768

Calculated values
Strongest force on any atom (eV Å⁻¹): 3.28
Total charge: +3
Lowest unoccupied orbital energy (Eh): -0.433
HOMO-LUMO gap (eV): 7.46
Multiplicity: 1
Molar mass (Da): 437.6
Calculated total energy (Ha): -883.83800

---

Entry 3:
A structure of composition C10H27NO6Rb in a non-equilibrium geometry, computed with ωB97M-V/def2-TZVPD.

Element x y z (Å)
Rb: 0.7881 0.5644 0.9655
C: -0.5211 -3.4400 -3.1788
O: -0.8953 -2.0842 -3.0519
C: 0.1767 -1.2017 -2.8206
C: -0.3182 0.2076 -2.9567
N: -1.1089 0.6499 -1.8009
C: -1.4511 2.0725 -1.9400
C: -1.8672 2.7578 -0.6369
O: -0.8074 2.7543 0.2942
C: -1.2068 3.3538 1.5187
H: -1.4276 -4.0329 -3.2326
H: 0.1313 -3.7777 -2.3700
H: 0.0437 -3.5822 -4.1057
H: 0.9161 -1.3373 -3.6198
H: 0.7070 -1.3495 -1.8757
H: -0.9022 0.2379 -3.8889
H: 0.5220 0.8920 -3.0864
H: -1.9689 0.1130 -1.8638
H: -2.2339 2.1143 -2.7103
H: -0.6810 2.7068 -2.3901
H: -2.7905 2.2546 -0.3247
H: -2.1010 3.7974 -0.8886
H: -0.3983 3.2475 2.2374
H: -2.0836 2.8422 1.9374
H: -1.5589 4.3782 1.3755
C: -1.7968 -0.4159 4.0562
C: -0.9860 0.7435 4.5737
O: 0.1811 0.8839 3.7752
O: -2.1999 -0.2329 2.7024
H: -2.7015 -0.5651 4.6589
H: -1.2723 -1.3669 4.1602
H: -0.8272 0.6100 5.6479
H: -1.5242 1.6890 4.4704
H: 0.9157 0.3842 4.1487
H: -2.8883 0.4382 2.6770
C: 3.0059 -2.3134 -0.1155
C: 4.0304 -1.2996 -0.5367
O: 3.3880 -0.1836 -1.1840
O: 2.3117 -1.8736 1.0581
H: 3.4863 -3.2874 -0.0032
H: 2.3062 -2.4823 -0.9395
H: 4.7927 -1.7648 -1.1697
H: 4.5698 -0.8406 0.3003
H: 4.1082 0.3948 -1.4575
H: 2.1374 -2.6564 1.5906

Calculated values
Strongest force on any atom (eV Å⁻¹): 1.54
Total charge: +1
Lowest unoccupied orbital energy (Eh): -0.093
HOMO-LUMO gap (eV): 9.37
Multiplicity: 1
Molar mass (Da): 342.8
Calculated total energy (Ha): -927.26016

---

Entry 4:
A structure of composition C10H28AgN3O2P, computed with ωB97M-V/def2-TZVPD.

Element x y z (Å)
Ag: -0.5775 -0.9400 1.3451
C: -1.6913 0.8469 3.9594
C: -0.4127 0.1017 4.2874
O: -0.4632 -1.1749 3.6309
C: 0.4766 -2.1592 4.0936
C: 1.7435 -2.1792 3.2546
H: -1.6166 1.8911 4.2578
H: -2.5407 0.3935 4.4663
H: -1.8742 0.8047 2.8801
H: -0.3243 -0.0614 5.3629
H: 0.4671 0.6602 3.9509
H: -0.0349 -3.1190 4.0284
H: 0.7087 -1.9631 5.1410
H: 1.4801 -2.3406 2.2040
H: 2.3800 -3.0060 3.5688
H: 2.3092 -1.2525 3.3544
C: 1.0959 -1.6748 -3.2790
N: 1.0726 -0.4222 -2.5195
C: 1.8388 0.6562 -3.1289
P: -0.2306 -0.1606 -1.5309
O: -0.5467 -1.4176 -0.7834
N: 0.2344 1.0359 -0.4295
C: -0.1980 2.4291 -0.5434
C: 1.6144 0.9211 0.0772
N: -1.5742 0.4261 -2.2979
C: -1.4351 1.3125 -3.4504
C: -2.7964 -0.3817 -2.3295
H: 2.1197 -2.0497 -3.3264
H: 0.7334 -1.5351 -4.3024
H: 0.4759 -2.4180 -2.7833
H: 2.9004 0.4013 -3.1064
H: 1.6966 1.5890 -2.5841
H: 1.5512 0.8207 -4.1715
H: -1.1854 2.4815 -0.9919
H: 0.5019 3.0269 -1.1369
H: -0.2495 2.8656 0.4552
H: 1.9549 -0.1125 0.0191
H: 1.6527 1.2630 1.1144
H: 2.3125 1.5367 -0.4980
H: -0.5049 1.8759 -3.3991
H: -2.2662 2.0197 -3.4589
H: -1.4519 0.7543 -4.3916
H: -2.8488 -1.0141 -1.4483
H: -2.8386 -1.0180 -3.2184
H: -3.6590 0.2865 -2.3415

Calculated values
Strongest force on any atom (eV Å⁻¹): 0.89
Total charge: +1
Lowest unoccupied orbital energy (Eh): -0.095
HOMO-LUMO gap (eV): 9.48
Multiplicity: 1
Molar mass (Da): 361.2
Calculated total energy (Ha): -1200.72222